No. 1
10
Properties=species:S:1:pos:R:3:lowdin_charge:R:1 method="wB97M-V/def2-TZVPD" homo_lumo_gap_ev=8.80 relative_energy_kj_mol=248.08 e_homo_ha=-0.331 spin_multiplicity=1 max_force_ha_per_bohr=0.08333 e_lumo_ev=-0.2017 energy_ha=-813.0588
H 1.83 -2.96 -0.16 -0.16
C -0.33 1.13 0.92 -0.01
S 0.82 -2.30 0.33 0.66
H -1.08 -0.64 0.30 0.08
H -1.26 1.24 1.45 0.06
H 0.77 -0.84 -1.98 0.20
H 0.31 1.99 1.06 0.05
I 2.98 0.26 -0.04 0.69
C -0.21 0.02 0.22 -0.42
C 1.00 -0.66 -0.33 -1.15


No. 2
10
Properties=species:S:1:pos:R:3:lowdin_charge:R:1 method="wB97M-V/def2-TZVPD" homo_lumo_gap_ev=8.30 relative_energy_kj_mol=102.22 e_homo_ha=-0.329 smiles="C=C=C.SI" spin_multiplicity=1 max_force_ha_per_bohr=0.00793 e_lumo_ev=-0.6608 energy_ha=-813.1144
C 1.09 -0.64 0.33 -0.02
S -2.67 -1.63 -0.35 -0.02
H 0.65 2.55 -0.14 0.06
H -0.57 1.76 -1.25 0.05
H -3.07 -2.30 0.73 -0.25
C 0.21 1.64 -0.52 -0.01
I -4.02 0.27 0.03 0.29
C 0.62 0.49 -0.10 -0.21
H 0.68 -1.15 1.19 0.05
H 1.91 -1.13 -0.18 0.06


No. 3
14
Properties=species:S:1:pos:R:3:lowdin_charge:R:1 method="wB97M-V/def2-TZVPD" homo_lumo_gap_ev="7.06 / 6.81" relative_energy_kj_mol=581.12 e_homo_ha="-0.288 / -0.278" spin_multiplicity=2 max_force_ha_per_bohr=0.16832 e_lumo_ev="-0.7669 / -0.7508" energy_ha=-1025.5075
C -0.90 1.52 0.75 -0.13
O 1.44 -1.11 -1.75 -0.22
C -0.70 0.49 -0.35 -0.05
C 1.80 -0.40 -0.71 -0.85
K -0.77 -2.10 2.16 0.85
H -0.36 1.22 1.66 0.07
H -1.14 0.86 -1.29 0.08
O -2.14 -1.03 0.47 -0.60
H -0.55 2.52 0.43 0.08
H -0.23 -0.69 -1.04 0.24
H -1.96 1.66 0.98 0.08
O 1.75 -1.18 0.31 -0.22
O 1.16 0.73 -0.71 -0.12
Li 2.61 -2.49 -0.92 0.80


No. 4
11
Properties=species:S:1:pos:R:3:lowdin_charge:R:1 method="wB97M-V/def2-TZVPD" homo_lumo_gap_ev=5.73 relative_energy_kj_mol=0.00 e_homo_ha=-0.237 spin_multiplicity=1 max_force_ha_per_bohr=0.02379 e_lumo_ev=-0.7270 energy_ha=-867.6775
C -1.86 -0.28 0.46 -0.14
O 0.25 -0.81 -0.63 -0.52
C 3.92 1.78 -0.20 0.06
H -2.09 -1.35 0.32 0.06
H -0.28 1.08 -0.04 0.08
H -2.78 0.29 0.25 0.06
C -0.72 0.14 -0.46 -0.56
O 3.86 0.67 0.01 -0.04
H -1.16 0.43 -1.44 0.08
H -1.60 -0.10 1.52 0.05
K 2.46 -1.86 0.21 0.87


No. 5
12
Properties=species:S:1:pos:R:3:lowdin_charge:R:1 method="wB97M-V/def2-TZVPD" homo_lumo_gap_ev="8.12 / 10.55" relative_energy_kj_mol=80.41 e_homo_ha="-0.435 / -0.531" spin_multiplicity=2 charge=+1 max_force_ha_per_bohr=0.06065 e_lumo_ev="-3.7274 / -3.8960" energy_ha=-942.6767
H -2.16 -0.02 -0.42 0.14
C -0.58 1.16 0.57 -0.09
O -0.28 -0.70 -0.54 -0.22
C -1.17 0.42 -0.62 -0.14
H -0.81 0.28 1.36 0.19
H -1.07 0.89 -1.61 0.14
O 0.84 1.03 0.36 0.00
H 2.55 -0.91 0.89 0.14
H -0.84 2.22 0.63 0.14
C 1.08 -0.10 -0.33 -0.33
K 0.56 -3.23 -0.53 1.03
O 1.86 -1.05 0.24 0.00


No. 6
13
Properties=species:S:1:pos:R:3:lowdin_charge:R:1 method="wB97M-V/def2-TZVPD" homo_lumo_gap_ev="12.13 / 8.57" relative_energy_kj_mol=0.00 e_homo_ha="-0.744 / -0.736" spin_multiplicity=2 charge=+2 max_force_ha_per_bohr=0.04568 e_lumo_ev="-8.1113 / -11.4640" energy_ha=-512.3044
C -3.27 1.07 0.14 -0.35
O 1.12 0.81 -0.32 -0.14
C 0.60 -1.27 0.59 0.03
H 2.27 -0.84 -0.74 0.15
O -2.36 1.44 -0.50 0.10
C 1.23 -0.51 -0.65 -0.30
Li -0.51 1.77 -1.02 0.84
Na 3.03 1.87 0.71 0.90
O -4.16 0.71 0.76 0.32
H 1.22 -1.11 1.48 0.10
H -0.39 -0.81 0.79 0.09
H 0.60 -2.33 0.29 0.12
H 0.62 -0.78 -1.53 0.14


No. 7
11
Properties=species:S:1:pos:R:3:lowdin_charge:R:1 method="wB97M-V/def2-TZVPD" homo_lumo_gap_ev=6.74 e_homo_ha=-0.251 spin_multiplicity=1 max_force_ha_per_bohr=0.03216 e_lumo_ev=-0.0878 energy_ha=-275.1459
C -2.32 -0.45 0.26 0.05
H -2.20 -1.52 0.44 0.07
H 2.72 0.48 -1.03 0.12
O -0.03 -0.13 -0.19 -0.19
H -1.31 1.45 0.40 0.12
Li 1.31 -1.65 0.59 0.33
C 0.84 0.65 -0.80 -0.12
H 0.50 -2.16 2.07 -0.27
H -3.26 -0.14 -0.20 0.07
O 1.97 -0.01 -0.65 -0.02
C -1.29 0.38 0.22 -0.17


No. 8
13
Properties=species:S:1:pos:R:3:lowdin_charge:R:1 method="wB97M-V/def2-TZVPD" homo_lumo_gap_ev=6.53 relative_energy_kj_mol=396.49 e_homo_ha=-0.655 spin_multiplicity=1 charge=+2 max_force_ha_per_bohr=0.12767 e_lumo_ev=-11.2902 energy_ha=-1653.0261
O 1.00 2.42 -0.15 0.07
O -0.81 1.74 1.04 0.17
O 1.91 -1.45 -0.85 -0.42
H 0.49 -1.52 -0.13 0.24
C -0.69 -0.53 0.02 -0.17
H -0.97 -0.21 2.14 0.15
H -2.48 0.00 1.10 0.15
H -1.26 -1.04 -0.76 0.13
C -0.03 1.78 0.05 -0.59
Lu 2.10 0.49 -1.71 2.26
O -0.04 0.57 -0.66 -0.21
H 2.18 -2.27 -1.27 0.04
C -1.39 0.00 1.16 0.18


Please write out number 2 again, unchanged.
10
Properties=species:S:1:pos:R:3:lowdin_charge:R:1 method="wB97M-V/def2-TZVPD" homo_lumo_gap_ev=8.30 relative_energy_kj_mol=102.22 e_homo_ha=-0.329 smiles="C=C=C.SI" spin_multiplicity=1 max_force_ha_per_bohr=0.00793 e_lumo_ev=-0.6608 energy_ha=-813.1144
C 1.09 -0.64 0.33 -0.02
S -2.67 -1.63 -0.35 -0.02
H 0.65 2.55 -0.14 0.06
H -0.57 1.76 -1.25 0.05
H -3.07 -2.30 0.73 -0.25
C 0.21 1.64 -0.52 -0.01
I -4.02 0.27 0.03 0.29
C 0.62 0.49 -0.10 -0.21
H 0.68 -1.15 1.19 0.05
H 1.91 -1.13 -0.18 0.06